Entry from the OMol25 dataset: 2 unconnected molecules or ions with the total composition C3H8OS (wB97M-V/def2-TZVPD).

The geometry in XYZ format:
```
13
Properties=species:S:1:pos:R:3:forces:R:3
C -3.6053 -1.3888 -0.4760 0.0 0.2 0.0
C -2.1958 -0.9951 -0.1580 0.0 -0.1 0.0
O -1.2486 -1.7303 -0.2532 0.0 0.1 0.0
H -4.2066 -1.3003 0.4341 0.0 -0.1 0.0
H -4.0373 -0.6775 -1.1854 0.1 -0.1 0.0
H -3.6351 -2.3976 -0.8739 -0.1 -0.1 0.0
H -2.0639 0.0446 0.1934 0.0 0.1 0.0
C 1.3050 0.9339 -0.2803 0.2 0.1 0.0
S 2.7566 1.4106 0.7108 -0.2 -0.1 0.0
H 0.5272 0.5824 0.3925 0.1 0.0 0.1
H 1.5623 0.1189 -0.9540 -0.1 0.1 0.0
H 0.9317 1.8059 -0.8122 0.0 -0.1 -0.1
H 3.4875 1.8498 -0.3200 0.0 0.0 0.0
```
Positions in Å, forces in eV/Å.

Relative energy (zero: lowest compared OMol25 entry of this formula, charge and spin), eV: 0.450
E_LUMO, eV: 0.88
HOMO-LUMO gap, eV: 9.802
2S+1: 1
SMILES: CC=O.CS

Löwdin population analysis, charges in e, atoms 1 to 8: C -0.057; C -0.333; O 0.040; H 0.083; H 0.080; H 0.080; H 0.111; C -0.500



Entry from the OMol25 dataset: 2 unconnected molecules or ions with the total composition C2H5Cl2O at a distorted geometry (wB97M-V/def2-TZVPD).

The geometry in XYZ format:
```
10
Properties=species:S:1:pos:R:3:forces:R:3
H -0.7160 0.0554 4.6644 1.6 -0.1 -0.5
C -3.8625 -2.5706 4.0857 1.2 -0.7 -0.1
C -4.5025 -1.6012 3.2584 -2.3 1.1 -1.0
Cl -4.7614 0.0263 4.1217 0.6 -1.1 -0.8
Cl -3.8204 -1.4687 1.5409 0.0 0.2 1.1
H -3.4713 -3.4854 3.6478 -0.3 0.2 0.0
H -3.5260 -2.3030 5.0584 0.1 0.1 0.6
H -5.5601 -1.8803 3.0260 0.8 0.2 0.2
O 0.2522 0.0399 4.4210 -1.3 -0.8 0.0
H 0.4045 -0.8400 4.0081 -0.3 0.9 0.4
```
Positions in Å, forces in eV/Å.

Relative energy (zero: lowest compared OMol25 entry of this formula, charge and spin), eV: 0.330
E_LUMO (spin up / spin down), eV: 0.67 / -1.25
HOMO-LUMO gap (spin up / spin down), eV: 10.195 / 9.975
2S+1: 2

Löwdin population analysis, charges in e, atoms 1 to 8: H 0.051; C -0.062; C -1.077; Cl 0.488; Cl 0.489; H 0.064; H 0.042; H 0.059



Entry from the OMol25 dataset: C5H9NO2 in the gas phase at a distorted geometry (wB97M-V/def2-TZVPD).

The geometry in XYZ format:
```
17
Properties=species:S:1:pos:R:3:forces:R:3
C 1.5567 0.9929 0.2485 1.5 1.8 0.5
C 1.9425 -0.3289 -0.3762 2.9 -0.8 -2.1
C 0.7921 -1.3026 -0.2794 -1.1 0.9 1.9
C -0.5167 -0.5306 0.0783 4.0 2.3 2.4
C -2.2133 0.9482 -0.3011 1.9 0.4 3.1
N 0.3975 1.1780 0.6744 -1.2 -1.9 -1.4
O -0.8683 -0.9318 1.3130 0.2 -2.1 -0.6
O -1.4368 -0.1474 -0.8291 0.9 0.1 1.0
H 2.3423 1.9139 0.3998 -1.4 -2.4 -0.4
H 2.3101 -0.3026 -1.4628 -0.8 0.8 1.1
H 2.9038 -0.8182 0.0210 -1.4 0.9 0.2
H 0.5658 -1.8257 -1.1344 0.0 -1.2 -2.4
H 1.0753 -2.0557 0.4865 -0.9 0.6 -0.2
H -2.8565 1.1053 -1.0401 -2.9 1.0 -3.0
H -1.6232 1.9288 -0.0715 -0.8 -2.3 -0.3
H -2.8238 0.6046 0.5838 0.7 0.5 -0.7
H -1.5474 -0.4282 1.6892 -1.6 1.4 0.8
```
Positions in Å, forces in eV/Å.

Relative energy (zero: lowest compared OMol25 entry of this formula, charge and spin), eV: 3.999
E_LUMO, eV: 0.87
HOMO-LUMO gap, eV: 8.850
2S+1: 1

Löwdin population analysis, charges in e, atoms 1 to 8: C -0.289; C -0.202; C -0.098; C -0.417; C -0.052; N 0.089; O 0.074; O -0.034



Entry from the OMol25 dataset: 7 unconnected molecules or ions with the total composition C56H122F3N6O6 at a distorted geometry (wB97M-V/def2-TZVPD).

The geometry in XYZ format:
```
193
Properties=species:S:1:pos:R:3:forces:R:3
N 0.7766 0.0008 0.9219 -1.9 0.3 0.6
O 1.3832 0.9779 0.5063 1.3 1.3 -1.0
O 1.2896 -0.9343 1.4578 3.2 -2.4 1.3
O -0.4554 -0.0439 0.8804 -2.7 1.0 -1.0
C 8.0942 2.1175 -5.9257 -1.0 -0.8 -0.9
C 6.5474 1.9806 -5.8282 -0.2 -0.3 -0.3
C 6.0856 1.8107 -4.3935 -0.1 1.4 1.5
C 4.5943 1.4883 -4.1123 0.2 -1.5 -1.1
N 4.0622 1.3196 -2.6778 1.6 -0.5 1.2
C 4.7717 0.1385 -1.9175 -0.4 0.9 -1.2
C 4.2041 -1.1237 -2.5401 -2.1 -0.6 0.5
C 2.6406 -0.7770 -2.5765 0.3 1.8 0.6
C 2.6036 0.7903 -2.6971 0.6 1.2 -0.7
C 4.3849 2.6697 -1.9247 -1.9 0.5 -0.3
C 3.6661 2.9693 -0.5524 1.0 -2.9 -0.6
C 4.0732 4.2269 0.1528 -0.2 1.1 -0.2
H 8.2507 2.3092 -6.9873 0.5 0.2 0.1
H 8.4444 1.0990 -5.7583 0.5 0.1 0.2
H 8.6742 2.8053 -5.3104 -0.6 0.2 0.1
H 6.3447 1.0588 -6.3735 -0.1 -0.3 0.0
H 5.9718 2.6896 -6.4233 0.2 0.6 0.4
H 6.2999 2.7305 -3.8493 0.3 0.3 -0.1
H 6.8160 1.1059 -3.9960 -0.5 -0.5 0.5
H 4.4808 0.5580 -4.6688 -0.5 -0.6 0.6
H 3.8717 2.1121 -4.6385 0.3 0.7 0.3
H 4.3952 0.2562 -0.9014 0.0 -0.2 0.0
H 5.8530 0.2760 -1.9151 -0.1 0.0 -0.3
H 4.4018 -1.9658 -1.8768 -0.2 0.0 0.2
H 4.5213 -1.5022 -3.5118 0.4 0.8 -0.1
H 2.1193 -0.8761 -1.6244 0.7 -0.7 0.4
H 1.9149 -1.2186 -3.2595 0.8 -0.3 -0.6
H 2.0356 1.2483 -1.8874 0.4 -0.1 0.3
H 2.2092 1.2774 -3.5888 -0.2 -0.7 -0.3
H 4.0298 3.4292 -2.6212 0.3 0.1 -0.2
H 5.4710 2.7242 -1.8501 -0.2 -0.1 0.1
H 3.9890 2.1125 0.0389 -0.3 -0.1 0.5
H 2.5798 2.8810 -0.5698 0.1 -0.1 -0.5
H 3.1470 4.7982 0.2154 0.4 0.5 0.2
H 4.8109 4.8090 -0.3995 0.0 0.1 0.0
H 4.4508 4.0949 1.1668 0.0 -0.2 -0.1
C -1.2367 3.2371 -0.5349 -1.2 1.0 -0.1
C -2.2116 3.9999 0.4539 -0.5 -0.8 0.1
C -3.6695 4.2890 -0.0346 0.5 0.7 -1.4
C -3.6133 5.5485 -0.9690 -1.8 -0.3 0.1
N -5.0280 6.0331 -1.5595 -0.1 0.2 -2.1
C -4.8177 7.2417 -2.5986 1.6 -0.8 1.9
C -4.2307 6.5322 -3.8387 -0.8 1.3 1.0
C -5.1246 5.2965 -3.9460 0.6 -0.3 -0.6
C -5.6364 5.0175 -2.5288 0.3 -0.7 0.1
C -6.1189 6.2986 -0.5102 2.6 0.6 -0.1
C -5.5710 7.3375 0.5148 -0.7 0.3 -0.3
C -6.6710 8.2162 1.1195 -0.1 -0.2 0.6
H -0.1869 3.4527 -0.3358 -0.2 -0.3 0.4
H -1.3970 3.5657 -1.5617 -0.1 0.3 -0.2
H -1.4438 2.1673 -0.5622 0.3 0.0 0.4
H -1.7775 4.9085 0.8713 0.1 0.0 -0.1
H -2.4102 3.3342 1.2939 0.5 0.1 0.3
H -4.4199 4.4851 0.7312 0.6 0.2 0.6
H -4.0509 3.3695 -0.4788 0.1 0.1 -0.7
H -2.9433 5.4281 -1.8203 -0.2 -0.1 0.1
H -3.2733 6.3767 -0.3473 0.0 0.1 -0.2
H -5.7198 7.8465 -2.6914 -0.3 -0.7 -0.2
H -4.1106 7.8838 -2.0733 0.2 0.1 -0.3
H -4.2512 7.2596 -4.6502 -0.2 -0.4 -0.3
H -3.1736 6.3422 -3.6526 -0.1 -0.3 -0.1
H -5.9629 5.4534 -4.6248 0.0 0.3 0.2
H -4.5933 4.4544 -4.3894 0.1 -0.1 0.2
H -6.7239 5.0838 -2.5615 0.1 0.5 0.5
H -5.4399 4.0211 -2.1328 0.3 0.0 -0.2
H -6.2279 5.2689 -0.1698 -1.0 0.4 0.6
H -6.9254 6.6903 -1.1300 -0.3 -0.2 0.6
H -4.9599 8.0546 -0.0333 0.3 -0.2 -0.2
H -4.9235 6.8930 1.2706 -0.2 -0.2 0.0
H -7.1146 8.8252 0.3318 -0.4 -0.2 0.1
H -6.3244 8.9278 1.8689 0.6 0.0 -0.2
H -7.4020 7.6458 1.6926 -0.3 -0.1 -0.5
C -2.4268 -5.0257 1.0847 0.8 1.2 0.9
C -1.8708 -3.7873 1.9003 -0.8 -1.1 0.3
C -2.8725 -2.6203 1.9784 0.8 -0.3 0.1
C -2.3819 -1.5961 3.0109 -1.1 0.3 -1.1
N -3.3314 -0.3773 3.1666 0.3 1.2 0.0
C -4.8228 -0.7639 3.5674 0.2 -0.3 -2.0
C -5.6360 -0.6565 2.2018 0.7 -0.3 1.4
C -4.9955 0.6331 1.6481 -0.9 -0.5 0.3
C -3.5010 0.4894 1.8546 -0.2 -0.8 -0.4
C -2.7786 0.5258 4.3249 -1.2 0.3 -1.0
C -1.4058 1.1920 4.1512 -0.3 -3.0 -1.9
C -1.0170 2.1746 5.1696 0.0 1.5 0.7
H -2.6240 -4.9179 0.0181 0.1 0.4 -0.1
H -3.3652 -5.2390 1.5966 0.0 -0.5 -0.2
H -1.7062 -5.8322 1.2205 -0.2 -0.3 0.0
H -0.8784 -3.4029 1.6648 0.0 -0.1 -0.6
H -1.7343 -4.2401 2.8823 0.0 0.1 0.3
H -3.8946 -2.9545 2.1563 0.1 -0.2 0.1
H -2.7908 -2.2389 0.9605 -0.5 0.7 0.0
H -1.4280 -1.2532 2.6101 0.0 0.5 0.4
H -2.2944 -1.9702 4.0310 0.0 -0.3 -0.2
H -5.2726 -0.0303 4.2365 0.6 0.3 0.0
H -4.8723 -1.7102 4.1060 0.4 -0.1 -0.4
H -6.6945 -0.6450 2.4617 0.0 0.8 0.0
H -5.6110 -1.5331 1.5544 0.8 0.0 0.0
H -5.3947 1.4446 2.2565 0.0 0.3 -0.1
H -5.2372 0.8368 0.6049 0.0 0.0 0.0
H -3.0033 1.4555 1.7713 0.2 -0.1 1.3
H -3.0537 0.0186 0.9792 0.1 -0.9 0.5
H -2.7902 -0.1343 5.1922 -0.1 0.3 0.1
H -3.6047 1.2366 4.3418 0.2 0.4 0.7
H -1.2698 1.5257 3.1225 -0.2 0.3 0.0
H -0.7647 0.3107 4.1723 0.6 0.1 0.2
H -1.6130 2.0448 6.0729 0.4 0.1 0.3
H -1.1861 3.1885 4.8067 -0.3 0.1 0.1
H 0.0546 2.1679 5.3687 -0.1 -0.4 0.3
C 3.1682 -4.4974 5.6634 0.4 -0.6 -0.1
C 3.1948 -3.1022 6.1579 -0.5 1.4 -0.8
C 3.1526 -2.1778 4.8985 0.4 -0.3 -0.2
C 4.6031 -2.0163 4.4980 1.5 2.5 0.2
N 4.9186 -1.0955 3.2699 -0.1 0.9 -1.3
C 6.4421 -0.8664 3.0024 -1.5 0.0 2.3
C 6.8194 -2.1623 2.4275 2.3 -1.1 0.0
C 5.7616 -2.5324 1.4174 -0.2 0.5 1.3
C 4.4934 -1.8333 1.9916 0.1 0.3 -0.6
C 4.2065 0.3099 3.3465 -0.1 -1.2 -1.0
C 4.6510 1.3428 4.4073 -0.8 -0.3 0.0
C 3.7595 2.6127 4.3050 -0.7 -0.1 -0.1
H 3.3060 -5.1986 6.4865 -0.3 -0.3 -0.3
H 3.9959 -4.6097 4.9631 0.0 -0.5 -0.1
H 2.2496 -4.6345 5.0929 0.0 -0.6 0.2
H 4.1225 -2.8772 6.6841 -0.1 0.0 0.4
H 2.3316 -2.8997 6.7919 0.2 0.1 0.1
H 2.7123 -1.2001 5.0946 0.1 0.0 0.1
H 2.6083 -2.6294 4.0691 -0.4 -0.2 0.2
H 5.2479 -2.8927 4.4314 -0.6 -0.2 -0.3
H 5.0453 -1.3989 5.2799 0.2 -0.2 0.3
H 6.6212 0.0254 2.4018 -0.5 -0.1 -0.2
H 6.8172 -0.7021 4.0125 0.5 0.2 -0.2
H 7.7720 -2.1154 1.8998 0.2 0.2 0.2
H 7.0140 -2.8686 3.2345 -0.4 -0.3 -0.1
H 6.1547 -1.9777 0.5654 -0.8 -0.5 -0.7
H 5.7025 -3.6130 1.2867 -0.2 0.2 -0.3
H 4.2278 -1.0885 1.2414 -0.5 0.1 0.4
H 3.6207 -2.4465 2.2161 0.2 0.0 -0.2
H 3.1635 -0.0005 3.2842 -0.3 0.5 0.8
H 4.3373 0.7107 2.3413 0.4 0.1 -0.1
H 5.6874 1.6231 4.2194 0.0 -0.1 0.2
H 4.5444 0.8798 5.3883 0.2 0.2 0.1
H 2.7089 2.3451 4.1921 -0.1 -0.5 -1.0
H 4.0968 3.2765 3.5091 -0.2 -0.2 -0.2
H 3.5427 3.2772 5.1414 1.4 -0.3 0.7
C -3.4480 -4.2194 -7.4962 0.2 1.1 2.0
C -4.2253 -4.0253 -6.1241 0.0 0.8 -1.0
N -3.6010 -3.0687 -5.0331 1.5 -1.8 0.8
C -3.1278 -1.8194 -5.7205 0.6 0.0 -0.5
C -4.5754 -2.6188 -3.9780 -2.0 1.6 -1.4
C -5.3840 -3.6553 -3.2999 1.0 -2.4 0.3
C -2.3747 -3.7945 -4.3015 1.6 1.2 -2.5
C -1.7758 -3.1948 -3.0357 -0.1 0.2 0.8
O -1.4011 -1.8241 -3.1455 -1.0 1.3 -0.2
C -1.0115 -1.1662 -1.9124 0.5 -1.6 0.5
H -3.9241 -5.0657 -7.9913 0.5 0.0 0.0
H -2.3853 -4.2929 -7.2651 0.0 -0.9 -0.3
H -3.4915 -3.3272 -8.1209 -0.5 -0.1 0.0
H -4.4910 -4.9961 -5.7058 0.3 0.3 0.4
H -5.1403 -3.5196 -6.4325 -0.3 0.0 0.5
H -2.5191 -2.0396 -6.5975 0.0 -0.5 0.2
H -2.4658 -1.2497 -5.0684 -0.5 0.0 0.3
H -3.9837 -1.2660 -6.1071 -0.1 0.0 0.4
H -5.3577 -2.2134 -4.6197 0.3 1.3 0.1
H -4.0899 -1.8595 -3.3650 0.1 -0.1 -0.1
H -5.9456 -4.1429 -4.0966 0.0 -0.5 0.3
H -6.0991 -3.4881 -2.4944 0.3 1.1 -0.2
H -4.6524 -4.3386 -2.8685 -0.3 -0.7 0.1
H -1.5875 -3.6577 -5.0430 0.0 0.0 -0.3
H -2.4463 -4.8819 -4.2834 -0.8 0.2 0.5
H -0.8154 -3.6366 -2.7702 -0.3 -1.2 -0.3
H -2.4937 -3.4608 -2.2598 0.1 0.7 0.8
H -0.6578 -0.1374 -1.9793 -0.7 0.1 -0.9
H -0.1355 -1.6722 -1.5064 0.2 -0.4 0.1
H -1.7502 -1.2668 -1.1172 -0.4 0.2 -0.2
C 1.3376 -7.3261 3.0590 -4.0 -3.3 0.0
O 1.5272 -6.4664 1.8553 1.4 -1.1 0.1
O 0.2372 -8.1463 2.8813 3.1 1.8 -0.1
C 2.6590 -8.1437 3.5010 -0.5 1.1 0.2
F 3.3726 -8.8127 2.6409 -0.1 -1.3 -2.4
F 3.5754 -7.2475 3.9240 0.6 1.7 1.2
F 2.4741 -8.9951 4.5200 -0.8 0.4 0.2
C 1.7028 -5.1144 1.9479 -1.4 1.2 -2.2
C 1.3505 -4.5855 0.4599 0.3 -1.7 0.6
H 1.5009 -3.5405 0.1887 -0.3 0.2 0.5
H 1.8169 -5.1997 -0.3104 1.0 0.0 0.2
H 0.3506 -4.9866 0.2940 -0.5 0.8 0.2
H 2.6434 -4.6895 2.2984 0.6 -0.4 0.1
H 0.9038 -4.6644 2.5371 -0.1 0.2 0.7
H 1.0533 -6.6756 3.8861 0.9 0.8 0.5
```
Positions in Å, forces in eV/Å.

Relative energy (zero: lowest compared OMol25 entry of this formula, charge and spin), eV: 0.000
E_LUMO, eV: -5.94
HOMO-LUMO gap, eV: 3.208
Net charge: +3
2S+1: 1

Löwdin population analysis, charges in e, atoms 1 to 8: N -0.651; O -0.036; O 0.002; O -0.075; C -0.083; C -0.256; C -0.199; C -0.109



Entry from the OMol25 dataset: 2 unconnected molecules or ions with the total composition C5H10O (wB97M-V/def2-TZVPD).

The geometry in XYZ format:
```
16
Properties=species:S:1:pos:R:3:forces:R:3
C -1.9809 -0.8169 -0.0740 0.0 0.0 0.1
C -0.7505 -0.3355 -0.7902 0.2 -0.1 0.0
C 0.4609 -0.3562 -0.2582 -0.1 -0.1 -0.1
C 1.2945 -0.7114 0.8955 0.0 -0.1 0.2
C 1.9106 -0.2071 -0.4113 0.1 0.1 -0.2
H -1.7852 -0.9407 0.9957 0.0 0.0 -0.2
H -2.3001 -1.7885 -0.4711 0.0 0.1 0.0
H -2.8199 -0.1264 -0.2047 0.1 -0.1 0.1
H -0.8654 0.0127 -1.8174 0.0 -0.1 0.1
H 1.3338 -0.0187 1.7332 0.0 -0.1 -0.1
H 1.4098 -1.7586 1.1665 0.0 0.2 -0.1
H 2.4365 -0.9169 -1.0468 -0.1 0.1 0.1
H 2.3566 0.7835 -0.3811 -0.1 -0.1 0.0
O -0.2527 2.5872 0.5720 0.0 0.1 -0.1
H -0.0752 2.9494 -0.3036 0.0 0.1 0.1
H -0.3727 1.6440 0.3955 0.0 0.0 0.0
```
Positions in Å, forces in eV/Å.

Relative energy (zero: lowest compared OMol25 entry of this formula, charge and spin), eV: 1.912
E_LUMO, eV: 0.98
HOMO-LUMO gap, eV: 10.551
2S+1: 1
SMILES: CC=C1CC1.O

Löwdin population analysis, charges in e, atoms 1 to 8: C -0.091; C -0.135; C -0.300; C -0.093; C -0.093; H 0.079; H 0.075; H 0.073



Entry from the OMol25 dataset: a molecular structure, C3H7NO (wB97M-V/def2-TZVPD).

The geometry in XYZ format:
```
12
Properties=species:S:1:pos:R:3:forces:R:3
C 0.7930 -0.7489 1.7307 0.1 -0.1 0.2
N 0.0193 -0.2436 0.6044 0.1 0.1 -0.2
C 0.5454 -0.0352 -0.5678 0.3 -0.1 0.0
O 1.4947 -0.0810 -1.2719 -0.6 0.0 0.3
C -1.0506 0.7253 -1.4135 -0.1 0.1 -0.4
H 1.8278 -0.3923 1.7035 -0.1 -0.1 0.0
H 0.7937 -1.8441 1.7579 0.0 0.1 0.0
H 0.3197 -0.3815 2.6444 0.1 -0.1 -0.1
H -0.9343 0.2918 -0.1533 0.0 0.1 0.0
H -1.3737 -0.0259 -2.1357 0.1 0.1 0.1
H -0.4851 1.5206 -1.9004 -0.1 -0.1 0.1
H -1.9501 1.2148 -0.9983 0.1 -0.1 0.0
```
Positions in Å, forces in eV/Å.

Relative energy (zero: lowest compared OMol25 entry of this formula, charge and spin), eV: 3.945
E_LUMO, eV: 0.91
HOMO-LUMO gap, eV: 10.749
2S+1: 1

Löwdin population analysis, charges in e, atoms 1 to 8: C -0.092; N -0.057; C -0.475; O 0.137; C -0.049; H 0.083; H 0.079; H 0.076